1.
{
  "formula": "C28H29CrN11O6S2",
  "method": "the ωB97M-V functional and the def2-TZVPD basis",
  "total_charge": -1,
  "homo_lumo_gap_ev": [5.4, 5.1],
  "e_tot_ha": -3978.7214,
  "e_above_lowest_kcal_mol": 261.85,
  "multiplicity": 4,
  "symbols": ["Cr", "O", "S", "O", "O", "C", "C", "C", "C", "C", "C", "S", "O", "O", "O", "H", "H", "H", "H", "C", "C", "C", "C", "C", "C", "C", "C", "N", "C", "C", "C", "C", "N", "C", "C", "C", "C", "C", "C", "C", "C", "H", "H", "H", "H", "H", "H", "H", "H", "H", "H", "H", "H", "H", "H", "H", "H", "H", "H", "H", "H", "H", "H", "H", "H", "N", "C", "N", "N", "N", "N", "C", "N", "N", "N", "N", "H"],
  "positions_angstrom": [[11.268770, 10.144243, 8.563801], [6.900833, 15.157534, 12.594679], [8.225574, 12.470255, 12.284512], [8.194995, 13.304650, 9.704795], [9.679932, 9.532139, 9.308733], [7.426719, 10.828345, 12.185914], [6.097397, 10.751525, 12.492702], [5.308859, 9.570848, 12.260165], [5.947571, 8.402687, 11.863895], [7.330417, 8.389366, 11.748680], [8.064513, 9.581850, 11.942365], [9.834275, 9.383783, 11.851357], [10.136881, 8.006531, 11.665934], [10.436124, 10.074328, 12.931921], [10.141169, 10.233938, 10.569744], [5.643983, 11.636877, 12.917002], [4.249728, 9.512716, 12.423966], [5.369204, 7.488626, 11.609804], [7.808845, 7.468314, 11.487916], [6.086457, 13.085021, 10.536561], [7.503169, 13.473558, 10.942096], [7.514215, 14.995048, 11.471683], [8.972112, 15.485293, 11.620137], [10.152045, 14.907482, 11.179392], [10.465565, 13.760024, 10.380351], [11.943075, 13.392812, 10.281054], [9.518288, 13.107370, 9.632791], [9.953628, 12.335856, 8.542886], [9.320632, 12.429658, 7.418011], [8.260249, 13.473686, 7.076592], [9.788074, 11.566095, 6.358470], [9.235554, 11.662478, 4.962227], [10.495850, 10.587267, 6.726411], [11.408947, 9.700821, 6.007326], [12.458272, 10.466694, 5.155293], [12.503774, 11.956522, 5.042101], [13.221468, 9.700869, 4.411922], [13.148513, 8.204355, 4.707292], [11.218083, 6.809667, 5.301297], [10.259925, 7.607132, 5.779714], [9.123842, 7.459342, 6.664855], [5.438877, 13.449516, 11.346861], [5.839740, 12.059257, 10.414255], [5.782938, 13.621539, 9.580903], [7.287167, 15.480136, 10.431736], [8.953338, 16.397493, 12.304169], [11.054974, 15.461821, 11.443062], [12.513470, 14.252765, 9.900328], [11.994527, 12.601210, 9.569955], [12.301209, 13.212215, 11.285670], [8.572446, 14.365378, 7.604932], [7.216608, 13.207254, 7.397843], [8.169675, 13.762589, 6.041938], [8.213990, 11.261503, 4.932107], [9.806303, 11.032427, 4.271040], [9.157898, 12.671681, 4.590367], [12.705548, 12.276677, 6.054306], [11.604207, 12.421794, 4.675306], [13.318364, 12.284399, 4.403809], [13.935878, 10.103291, 3.728807], [13.772011, 7.724376, 3.975959], [11.391431, 5.788566, 5.103921], [8.274730, 8.113566, 6.459893], [9.228851, 7.707031, 7.737252], [8.755154, 6.458230, 6.622442], [13.891232, 8.238436, 8.241911], [13.182947, 8.383996, 7.081490], [13.724433, 7.869708, 5.996122], [11.802303, 7.874835, 4.553260], [10.762352, 8.748476, 5.165117], [12.062659, 9.171248, 7.181628], [13.999375, 9.171439, 9.243956], [14.981201, 9.215710, 10.088308], [14.602656, 10.179298, 10.970197], [13.464044, 10.674177, 10.655564], [12.995166, 10.042353, 9.525884], [14.635580, 7.575381, 8.214995]],
  "forces_ev_per_angstrom": [[-0.2442, 1.1645, 0.1921], [-1.2132, 0.3750, 0.0185], [-0.1103, -1.0321, 0.3572], [0.4754, -0.1384, -0.4214], [0.1592, 0.3142, 1.2371], [1.3237, -0.2089, 0.0568], [-2.2852, -1.1038, -0.0668], [1.6292, 0.5371, 0.3328], [-0.5213, -0.1074, -0.3449], [0.0858, 1.2499, 0.2727], [-0.2240, -0.7511, -0.6014], [-1.3186, -0.7608, 1.3450], [0.0797, -0.2312, -0.4828], [0.3108, 0.5979, 0.0402], [0.1803, 0.3307, -2.1558], [-0.2267, 0.0531, -0.2374], [-0.3160, 0.4658, 0.1461], [0.4453, 0.7409, 0.3691], [0.5122, -0.1471, -0.0040], [-0.9741, 2.0891, 0.1435], [-0.7976, -0.7062, -0.0583], [2.1762, -0.4870, -1.2461], [0.7795, -0.6037, -0.0591], [-0.8781, 1.7973, 1.3139], [-0.1772, -0.2187, -0.5946], [-1.4183, 1.3939, 0.0068], [1.2339, 0.1696, -0.4110], [-0.5490, 0.4680, 0.6492], [-0.9146, 0.8855, -0.3391], [-0.5744, -0.2881, 0.9242], [-1.3597, -0.4728, -1.1186], [0.1555, -0.4260, -0.4040], [1.2698, -0.9788, 0.7909], [0.8379, 1.6290, -0.1730], [-1.4975, 0.3237, -1.0251], [0.3021, -0.3606, 0.7217], [0.3885, -1.1551, 0.7872], [1.2664, 1.5262, 0.6110], [-0.5492, 0.6529, -0.8136], [0.0570, -1.4157, 1.1631], [-1.5749, 0.7851, 1.2094], [0.0232, 0.1049, -0.2542], [0.4050, -1.0151, -0.2469], [0.5629, -0.4262, 1.1373], [-0.9028, 0.1322, 0.9410], [0.4247, -1.2410, -1.1102], [-0.0710, -0.1255, 0.2074], [-0.1586, -0.1513, -0.0536], [0.7698, -0.7146, 0.0152], [0.2457, -0.6134, -0.0039], [-0.3262, 0.3376, 0.2656], [1.1124, 0.1535, 0.0169], [0.3915, -0.3522, -0.4845], [0.1074, 0.0283, 0.3355], [-0.0279, 0.2094, 0.1862], [0.1979, 0.3165, -0.0870], [0.0066, 0.8339, 0.3157], [-0.3927, 0.0840, 0.0101], [0.1749, -0.1450, -0.0104], [0.4698, 0.1324, -0.3053], [-0.0683, -0.7018, -0.4587], [0.1848, -0.9575, 0.2161], [-0.0255, 0.0572, -0.7408], [0.8823, -0.2198, -0.2998], [-0.2555, -0.7869, -0.0057], [0.0394, -0.3599, 0.5916], [0.7386, 0.3516, -2.1439], [-0.2189, 0.6745, 1.5814], [-2.1515, -1.0872, -1.0831], [0.8639, 0.9496, -0.9225], [0.9771, -1.1461, 0.0396], [-1.6373, -0.3353, -0.5442], [0.2208, 0.1366, 0.3185], [-0.4823, 0.3836, -0.1817], [0.0500, -0.0362, 0.1772], [1.4769, -0.2337, 0.7273], [0.4485, -0.1930, -0.2776]],
  "lowdin_spin": [2.838, 0.003, 0.001, -0.006, 0.016, 0.000, 0.000, 0.000, 0.000, 0.000, 0.000, 0.002, 0.000, 0.003, 0.029, 0.000, 0.000, 0.000, 0.000, 0.000, 0.002, 0.004, 0.039, 0.000, 0.042, 0.008, 0.000, 0.038, -0.037, -0.005, 0.005, 0.000, -0.039, 0.001, -0.001, 0.001, 0.002, 0.002, 0.000, 0.000, 0.000, 0.000, 0.000, 0.000, 0.002, 0.001, -0.001, 0.002, 0.003, 0.001, -0.001, -0.002, 0.000, 0.000, 0.000, 0.001, 0.001, 0.000, 0.000, 0.000, 0.000, 0.000, 0.000, 0.000, 0.000, -0.003, 0.006, 0.018, 0.001, -0.001, -0.007, 0.006, 0.003, 0.001, 0.008, 0.010, 0.000]
}

---

2.
{
  "formula": "C28H29CsP2S2Sb",
  "method": "the ωB97M-V functional and the def2-TZVPD basis",
  "total_charge": -1,
  "homo_lumo_gap_ev": 5.5,
  "e_tot_ha": -2823.8943,
  "e_above_lowest_kcal_mol": 0.00,
  "symbols": ["Cs", "S", "P", "C", "P", "S", "C", "C", "C", "C", "C", "C", "C", "C", "C", "C", "C", "C", "C", "C", "C", "C", "C", "C", "C", "C", "C", "C", "C", "C", "H", "H", "H", "H", "H", "H", "H", "H", "H", "H", "H", "H", "H", "H", "H", "H", "H", "H", "H", "H", "C", "Sb", "C", "C", "H", "H", "H", "H", "H", "H", "H", "H", "H"],
  "positions_angstrom": [[0.198587, -0.096964, -0.358778], [-1.732431, 2.118531, -1.846716], [-2.503999, 0.356765, -2.518606], [-2.054394, -0.973835, -1.643516], [-1.756723, -2.578254, -1.928360], [-0.296536, -3.422633, -0.781844], [-1.362316, -3.020736, -3.680105], [-0.070101, -3.338304, -4.079210], [0.217387, -3.590023, -5.414697], [-0.787625, -3.534799, -6.368221], [-2.086855, -3.233131, -5.979576], [-2.365632, -2.983987, -4.645731], [-3.270551, -3.607707, -1.709062], [-4.423182, -2.996229, -1.237571], [-5.597091, -3.725222, -1.078159], [-5.621875, -5.074736, -1.391210], [-4.466556, -5.696146, -1.858503], [-3.300448, -4.966927, -2.011513], [-2.082701, 0.371447, -4.312038], [-0.804880, -0.044604, -4.678990], [-0.390457, -0.005957, -5.997394], [-1.251524, 0.458020, -6.985312], [-2.518953, 0.892234, -6.633324], [-2.927662, 0.853068, -5.304747], [-4.348969, 0.506876, -2.515060], [-5.128463, -0.358717, -3.276737], [-6.508591, -0.389770, -3.140574], [-7.130761, 0.444065, -2.220522], [-6.361312, 1.306822, -1.450963], [-4.982421, 1.341106, -1.601563], [0.703767, -3.400139, -3.322244], [1.230861, -3.835426, -5.711316], [-0.562818, -3.728164, -7.410160], [-2.879980, -3.186152, -6.714847], [-3.382863, -2.760346, -4.346978], [-4.381688, -1.937519, -1.006787], [-6.491179, -3.231244, -0.717393], [-6.535182, -5.645343, -1.272399], [-4.480935, -6.752213, -2.101471], [-2.399322, -5.454208, -2.367355], [-0.130625, -0.419406, -3.917005], [0.602117, -0.352525, -6.258516], [-0.933257, 0.481494, -8.020546], [-3.196145, 1.267095, -7.391431], [-3.913377, 1.218858, -5.047523], [-4.652533, -1.033775, -3.977648], [-7.094423, -1.075525, -3.740890], [-8.207496, 0.419083, -2.101709], [-6.839152, 1.959395, -0.729532], [-4.377148, 2.020455, -1.011941], [0.376542, 1.231333, 5.670496], [0.616975, 0.801489, 3.585303], [1.935435, 2.455600, 3.214323], [2.205143, -0.612777, 3.876163], [1.352418, 1.409194, 6.121165], [-0.104129, 0.392762, 6.170491], [-0.246834, 2.113937, 5.799520], [2.702480, 2.496423, 3.987261], [1.373968, 3.387716, 3.211086], [2.413241, 2.342601, 2.242494], [2.939789, -0.205002, 4.570170], [2.691051, -0.830986, 2.926617], [1.807005, -1.544146, 4.273809]],
  "forces_ev_per_angstrom": [[0.7178, 0.1915, 0.5916], [-0.2269, -0.0363, -0.1453], [-0.0726, 0.1622, 0.2927], [-0.4066, -0.3241, -0.8928], [0.0973, -0.0949, 0.1606], [-0.2072, 0.0535, -0.1707], [-0.0312, -0.0678, 0.0471], [0.0443, 0.0017, 0.0230], [0.0235, 0.0042, -0.0063], [-0.0393, 0.0069, -0.0370], [0.0641, -0.0071, 0.0157], [-0.0558, 0.0380, -0.0004], [0.0077, 0.0521, 0.1265], [-0.0182, 0.0260, -0.0123], [0.0121, 0.0080, -0.0010], [0.0281, -0.0157, -0.0066], [-0.0833, -0.0184, 0.0163], [0.1057, -0.0247, -0.0288], [-0.0127, 0.0206, 0.0212], [0.0364, -0.0476, 0.0583], [0.0126, -0.0006, -0.0720], [0.0323, -0.0147, 0.0085], [-0.0038, -0.0148, 0.0322], [-0.0660, 0.0462, -0.0456], [0.1932, 0.0203, 0.0309], [-0.0644, -0.1009, -0.0428], [0.0219, 0.0330, 0.0163], [0.0067, 0.0127, 0.0153], [-0.0860, -0.0030, -0.0060], [0.0327, 0.0949, -0.0064], [-0.0168, 0.0022, -0.0052], [0.0028, -0.0022, 0.0066], [0.0033, 0.0006, -0.0134], [-0.0187, -0.0026, -0.0240], [-0.0170, 0.0053, 0.0219], [-0.0026, 0.0070, 0.0051], [-0.0161, 0.0059, 0.0075], [-0.0110, -0.0104, -0.0015], [0.0039, -0.0029, -0.0012], [0.0169, 0.0245, 0.0068], [-0.0389, 0.0088, 0.0132], [0.0010, -0.0008, -0.0053], [0.0053, -0.0015, -0.0078], [-0.0073, 0.0073, -0.0101], [-0.0090, -0.0165, 0.0307], [0.0330, 0.0004, -0.0069], [-0.0021, 0.0002, -0.0032], [-0.0007, -0.0011, -0.0009], [-0.0035, 0.0002, 0.0020], [0.0098, -0.0276, -0.0194], [0.0435, 0.0164, 0.0565], [-0.1012, -0.0441, -0.1353], [0.0326, 0.0020, 0.0374], [0.0296, 0.0137, 0.0301], [0.0086, 0.0083, 0.0328], [-0.0124, -0.0307, 0.0150], [-0.0186, 0.0327, 0.0031], [0.0210, 0.0156, 0.0081], [-0.0217, 0.0314, 0.0059], [0.0108, -0.0137, -0.0290], [0.0206, -0.0075, 0.0111], [0.0089, 0.0028, -0.0326], [-0.0163, -0.0251, 0.0195]],
  "lowdin_charge": [0.696, 0.025, 0.276, -0.837, 0.283, 0.031, -0.340, -0.123, -0.101, -0.111, -0.088, -0.092, -0.338, -0.089, -0.093, -0.113, -0.102, -0.100, -0.336, -0.109, -0.093, -0.106, -0.096, -0.090, -0.333, -0.117, -0.097, -0.112, -0.098, -0.107, 0.056, 0.094, 0.093, 0.099, 0.096, 0.086, 0.095, 0.089, 0.092, 0.104, 0.097, 0.100, 0.091, 0.093, 0.099, 0.092, 0.097, 0.090, 0.093, 0.061, -0.370, 1.209, -0.358, -0.356, -0.001, -0.006, -0.007, 0.000, -0.004, -0.006, 0.001, -0.004, -0.002]
}